(1)
This record from the Open Molecules 2025 dataset describes a molecular structure, C24H20Cl3CuN5O2S2. The level of theory is the ωB97M-V functional and the def2-TZVPD basis.

CARTESIAN COORDINATES (ANGSTROEM)
Cu -3.38671 1.79987 0.60847
N -2.21753 5.83206 1.52864
C -2.51277 4.56793 1.03454
S -3.70424 3.65726 1.92882
N -1.86324 4.25253 -0.05618
N -2.23734 3.01002 -0.53649
C -1.78035 2.66931 -1.67615
C -2.12374 1.42859 -2.38194
C -1.51953 1.29315 -3.63697
C -1.77048 0.24628 -4.50677
C -2.68568 -0.72561 -4.09079
C -3.28599 -0.64853 -2.85747
C -3.05512 0.41816 -1.93061
O -3.68659 0.40530 -0.81769
H -2.40851 5.94157 2.50990
H -1.33445 6.19303 1.20189
H -1.11390 3.36005 -2.20148
H -0.83166 2.07797 -3.94137
H -1.28916 0.19398 -5.47455
H -2.93183 -1.55341 -4.74799
H -4.00206 -1.39788 -2.53934
Cl 0.02671 -2.98919 -4.46305
C 0.30065 -2.78346 -2.75847
C 0.52751 -3.91059 -1.98505
C 0.80671 -3.73607 -0.64375
C 0.87363 -2.47808 -0.04493
C 1.20735 -2.47110 1.44256
C -0.01268 -2.39997 2.36234
N -0.66540 -1.11453 2.37022
C -0.27555 -0.01555 3.10784
C -1.10163 0.99777 2.72996
N -1.98225 0.54563 1.77988
C -1.69468 -0.70894 1.58116
O 2.08496 -1.45819 1.86966
C 3.32479 -1.42929 1.18614
C 4.10965 -0.27793 1.72471
C 4.65415 -0.22659 2.96943
Cl 4.61870 -1.47656 4.15214
S 5.44481 1.24906 3.29945
C 5.05766 1.84434 1.74467
C 4.34941 0.94032 1.01939
C 0.62566 -1.37236 -0.85842
Cl 0.70639 0.25031 -0.25698
C 0.31668 -1.51804 -2.20802
H 0.49954 -4.89392 -2.43200
H 1.00345 -4.61030 -0.03284
H 1.68152 -3.44745 1.63085
H 0.32367 -2.61353 3.37846
H -0.73134 -3.16926 2.07960
H 0.55492 -0.06747 3.78914
H -1.14332 2.02101 3.06586
H -2.18403 -1.35290 0.86485
H 3.16714 -1.29227 0.11334
H 3.86310 -2.37632 1.33166
H 5.35076 2.84027 1.45723
H 3.97162 1.12636 0.02440
H 0.08065 -0.64684 -2.80790

Output
total charge = -1
2S+1 = 1
E_LUMO = 1.96 eV
orbital gap = 5.012 eV

=====

(2)
This record from the Open Molecules 2025 dataset describes a molecular structure, C24H20ClFeNO4S in a non-equilibrium geometry. The level of theory is the ωB97M-V functional and the def2-TZVPD basis.

CARTESIAN COORDINATES (ANGSTROEM)
O -8.23918 -2.71609 1.09125
N -7.78292 -1.55251 0.99234
O -8.52394 -0.54323 0.98509
C -6.36560 -1.38470 0.90202
C -5.78744 -0.10565 0.86793
C -4.39958 0.04991 0.93772
C -3.56019 -1.07247 1.08648
S -1.81808 -0.92922 1.72736
C -0.69582 0.23731 0.93004
Cl -0.20875 1.52652 1.90314
O -2.07554 -0.49259 3.08466
O -1.09541 -2.17044 1.45275
C -4.13361 -2.35020 0.95438
C -5.52115 -2.50514 0.93253
H -6.44637 0.75555 0.85294
H -3.97621 1.05317 0.88778
H 0.09513 -0.26052 0.35693
H -3.49301 -3.22936 0.90537
H -5.97360 -3.48723 0.99743
C 2.06029 3.45803 -3.30059
C 2.02618 3.41509 -1.84890
C 0.85921 2.63983 -1.46193
C 0.19624 2.18845 -2.66595
C 0.92622 2.70847 -3.79784
Fe 2.10264 1.59770 -2.59382
C 2.67769 -0.15248 -3.41748
C 3.79928 0.71535 -3.16941
C 3.78027 1.08114 -1.77698
C 2.69013 0.35516 -1.10667
C 2.44464 0.49762 0.32636
C 2.67236 -0.44105 1.37896
C 3.04011 0.03500 2.67660
C 3.38870 -0.81291 3.70999
C 3.28019 -2.20085 3.53107
C 2.88307 -2.71354 2.28336
C 2.63673 -1.85176 1.21246
C 1.95930 -0.34344 -2.17945
H 2.73155 4.07280 -3.89496
H 2.67248 3.97813 -1.18012
H 0.47612 2.51789 -0.46104
H -0.72125 1.61073 -2.69858
H 0.62703 2.62399 -4.83856
H 2.48953 -0.66275 -4.35729
H 4.60353 0.94861 -3.85616
H 4.52389 1.63612 -1.22141
H 2.50240 1.53633 0.67305
H 3.13400 1.10714 2.81823
H 3.72841 -0.41246 4.67174
H 3.47084 -2.87630 4.36609
H 2.77718 -3.79958 2.15574
H 2.44184 -2.25291 0.22031
H 1.12047 -1.02669 -2.04500

Output
total charge = -2
<S²> = 6.06
2S+1 = 5
E_LUMO (spin up / spin down) = 3.84 / 3.33 eV
orbital gap (spin up / spin down) = 1.779 / 7.177 eV

=====

(3)
This record from the Open Molecules 2025 dataset describes C24H20N2O5 in the gas phase. The level of theory is the ωB97M-V functional and the def2-TZVPD basis.

CARTESIAN COORDINATES (ANGSTROEM)
C -0.24814 5.81288 -2.37289
O 0.68846 4.98486 -1.72535
C 0.23364 3.98732 -0.92752
C -1.10187 3.75932 -0.60817
C -1.44665 2.70659 0.22099
C -0.48402 1.83486 0.72292
C -0.86617 0.71458 1.58151
C -0.43924 -0.55556 1.46280
N -0.69159 -1.56060 2.39343
C -1.41561 -1.50305 3.54662
O -2.00975 -0.51208 3.92533
C -1.41590 -2.77487 4.32580
C -1.58275 -2.68039 5.70510
C -1.59841 -3.81805 6.48911
C -1.46325 -5.06467 5.90026
C -1.32022 -5.16825 4.52629
C -1.29408 -4.03136 3.73844
C 0.35779 -1.12340 0.32553
O 1.00781 -2.14436 0.47544
N 0.20165 -0.46502 -0.85153
C 0.88984 -0.62258 -2.05184
C 1.76377 -1.67839 -2.30325
C 2.41478 -1.75709 -3.52275
C 2.21187 -0.80272 -4.50257
C 1.33891 0.25443 -4.25364
C 1.07932 1.31308 -5.25314
O 0.31546 2.23378 -5.09268
O 1.78028 1.16265 -6.38682
C 0.68186 0.34075 -3.03305
C 0.85912 2.08929 0.41812
C 1.21158 3.14595 -0.38727
H -0.84944 6.37981 -1.65467
H -0.90532 5.23280 -3.02786
H 0.33857 6.50496 -2.97446
H -1.88137 4.39640 -0.99463
H -2.48626 2.54097 0.46335
H -1.51898 0.94858 2.41128
H -0.17245 -2.40809 2.18063
H -1.69575 -1.70007 6.14298
H -1.71893 -3.73441 7.55890
H -1.47759 -5.95622 6.50957
H -1.23080 -6.14073 4.06493
H -1.20783 -4.13656 2.66624
H -0.39952 0.34951 -0.82420
H 1.92907 -2.42268 -1.54185
H 3.08998 -2.57892 -3.70725
H 2.71872 -0.86539 -5.45185
H 1.57009 1.88424 -6.99972
H 0.01566 1.17337 -2.85843
H 1.62466 1.44731 0.82871
H 2.24451 3.34743 -0.62172

Output
total charge = 0
SMILES = COc1ccc(/C=C(/NC(=O)c2ccccc2)C(=O)Nc2cccc(C(=O)O)c2)cc1
2S+1 = 1
ΔE to the lowest compared entry with this formula, charge and spin = 0.0 kJ/mol
E_LUMO = 0.16 eV
orbital gap = 8.243 eV

=====

(4)
This record from the Open Molecules 2025 dataset describes 2 unconnected molecules or ions with the total composition C24H20N3O7S in a non-equilibrium geometry. The level of theory is the ωB97M-V functional and the def2-TZVPD basis.

CARTESIAN COORDINATES (ANGSTROEM)
C 3.48978 1.20843 4.46431
C 2.78806 0.22033 3.57765
C 2.33940 -1.00415 4.08438
C 1.65989 -1.90873 3.26861
C 1.42557 -1.56470 1.93222
S 0.44145 -2.57385 0.85167
O 1.05763 -2.72013 -0.43683
O -0.12994 -3.67315 1.58023
N -0.82177 -1.44101 0.47826
C -1.82632 -1.10359 1.40695
C -1.91496 -1.34001 2.76312
C -3.02946 -0.83735 3.44559
N -2.96425 -0.83627 4.87528
O -3.89768 -0.37062 5.55714
O -1.92763 -1.30055 5.40558
C -4.10252 -0.23251 2.73886
C -4.02841 -0.06510 1.35298
C -2.85892 -0.45020 0.69179
C -2.40944 -0.39672 -0.68856
N -3.21527 -0.03889 -1.77579
O -4.37724 0.37879 -1.57124
O -2.73953 -0.16595 -2.93013
C -1.13973 -0.95211 -0.76774
C 1.94359 -0.38889 1.39524
C 2.59266 0.51786 2.22350
H 3.67244 2.13963 3.91887
H 2.88961 1.44292 5.35180
H 4.45714 0.82410 4.81337
H 2.51356 -1.25311 5.13415
H 1.28617 -2.85273 3.65816
H -1.13264 -1.83464 3.31584
H -4.96188 0.11199 3.30718
H -4.84792 0.35525 0.77577
H -0.58105 -1.16633 -1.66360
H 1.81878 -0.18596 0.33603
H 2.95206 1.46831 1.82156
C 2.72255 1.81811 -1.33495
C 1.45260 2.05006 -2.13171
C 0.76015 0.85296 -2.58713
C 0.24671 0.78976 -3.91322
C -0.12053 1.98730 -4.58972
C -0.28105 2.01481 -5.96667
C -0.16360 0.82502 -6.70404
C 0.06347 -0.39568 -6.04104
C 0.21803 -0.42826 -4.65959
O 1.08139 3.21472 -2.35674
H 3.31537 1.01562 -1.79882
H 3.29351 2.74830 -1.29224
H 2.48101 1.52240 -0.31092
H 0.92278 -0.07125 -2.03673
H -0.18134 2.89270 -3.99380
H -0.47892 2.97321 -6.45365
H -0.25016 0.85886 -7.79038
H 0.12866 -1.31877 -6.61880
H 0.36809 -1.36025 -4.11201

Output
total charge = -1
2S+1 = 1
E_LUMO = 0.89 eV
orbital gap = 3.640 eV